No. 1
Computed, not measured: a cluster of 19 separate species, BH40O18 in total, with ωB97M-V with the def2-TZVPD basis set.

The geometry in XYZ format:
```
59
Properties=species:S:1:pos:R:3
B -5.713 -2.778 4.904
H -5.610 -2.448 3.743
H -6.467 -1.981 5.467
H -6.287 -3.813 5.002
H -4.548 -2.792 5.339
O -1.779 -3.985 5.473
H -0.987 -4.322 5.873
H -1.869 -3.073 5.648
O -6.004 -6.747 5.545
H -5.459 -6.020 5.377
H -6.884 -6.396 5.587
O -2.249 -1.561 6.818
H -1.340 -1.334 6.879
H -2.673 -0.679 6.715
O -8.503 -5.860 5.054
H -8.638 -5.351 4.240
H -8.987 -6.678 4.810
O -8.660 -3.868 7.124
H -8.712 -4.100 6.211
H -7.834 -4.168 7.480
O -7.300 -3.428 1.099
H -7.107 -3.569 0.155
H -6.472 -3.640 1.480
O -3.656 -5.543 4.072
H -3.365 -4.720 4.430
H -2.881 -6.045 4.380
O -8.616 -3.159 3.640
H -7.681 -3.311 3.683
H -8.858 -3.223 2.722
O -6.148 -1.479 8.465
H -6.048 -2.273 8.020
H -6.385 -0.848 7.795
O -6.026 -4.395 7.769
H -5.545 -5.094 8.140
H -5.758 -4.321 6.850
O -4.643 -0.126 2.091
H -4.838 0.052 3.016
H -5.546 -0.010 1.768
O -6.843 0.630 6.772
H -7.662 0.145 6.938
H -6.774 0.753 5.819
O -2.687 -0.901 3.997
H -3.166 -1.494 4.607
H -1.986 -0.440 4.514
O -8.366 -0.038 4.101
H -8.947 -0.331 3.416
H -7.695 -0.664 4.028
O -5.411 0.502 4.406
H -5.141 -0.288 4.883
H -4.590 0.982 4.412
O -3.204 -2.822 1.848
H -3.956 -3.464 1.829
H -2.540 -3.441 2.185
O -9.057 -1.177 7.253
H -9.547 -1.343 6.422
H -8.498 -1.963 7.302
O -3.591 -5.568 7.095
H -2.794 -6.084 7.306
H -3.259 -5.088 6.362
```

## Properties
spin multiplicity	1
orbital gap	0.3079	Eh
total charge	-1

Want to see where the charge sits? The Löwdin charges in e are: atom 1 (B): -0.381, atom 2 (H): -0.019, atom 3 (H): -0.003, atom 4 (H): -0.034, atom 5 (H): -0.004, atom 6 (O): -0.020, atom 7 (H): 0.058, atom 8 (H): -0.016, atom 9 (O): -0.053, atom 10 (H): -0.059, atom 11 (H): -0.034, atom 12 (O): -0.038, atom 13 (H): 0.031, atom 14 (H): 0.083, atom 15 (O): -0.058, atom 16 (H): 0.042, atom 17 (H): 0.082, atom 18 (O): -0.041, atom 19 (H): -0.007, atom 20 (H): -0.007, atom 21 (O): -0.035, atom 22 (H): 0.057, atom 23 (H): 0.008, atom 24 (O): -0.048, atom 25 (H): -0.035, atom 26 (H): 0.051, atom 27 (O): -0.045, atom 28 (H): -0.041, atom 29 (H): 0.018, atom 30 (O): -0.032, atom 31 (H): -0.056, atom 32 (H): -0.037, atom 33 (O): -0.034, atom 34 (H): 0.017, atom 35 (H): -0.012, atom 36 (O): -0.093, atom 37 (H): -0.074, atom 38 (H): 0.029, atom 39 (O): -0.081, atom 40 (H): -0.001, atom 41 (H): -0.004, atom 42 (O): -0.069, atom 43 (H): -0.012, atom 44 (H): 0.049, atom 45 (O): -0.015, atom 46 (H): 0.022, atom 47 (H): -0.036, atom 48 (O): -0.039, atom 49 (H): 0.023, atom 50 (H): 0.065, atom 51 (O): -0.079, atom 52 (H): 0.036, atom 53 (H): 0.023, atom 54 (O): -0.081, atom 55 (H): 0.053, atom 56 (H): -0.003, atom 57 (O): -0.033, atom 58 (H): 0.058, atom 59 (H): -0.036


No. 2
Computed, not measured: a structure of composition BH4Sn, with ωB97M-V with the def2-TZVPD basis set.

The geometry in XYZ format:
```
6
Properties=species:S:1:pos:R:3
Sn 2.350 0.300 -0.292
B 0.068 1.103 -0.441
H -1.275 -1.345 -0.473
H -0.290 -0.626 -0.027
H 0.879 0.728 1.570
H -1.732 -0.160 -0.337
```

## Properties
spin multiplicity	1
orbital gap	0.2131	Eh
total charge	+1

Want to see where the charge sits? The Löwdin charges in e are: atom 1 (Sn): 1.012, atom 2 (B): -0.299, atom 3 (H): 0.229, atom 4 (H): -0.119, atom 5 (H): 0.037, atom 6 (H): 0.139


No. 3
Computed, not measured: a cluster of 2 separate species, BH5N2 in total, with ωB97M-V with the def2-TZVPD basis set.

The geometry in XYZ format:
```
8
Properties=species:S:1:pos:R:3
B 1.768 -0.397 0.741
N 1.814 0.375 -0.261
N -1.442 -0.214 -0.186
H 1.141 -0.973 1.531
H 2.455 0.964 -0.829
H -1.139 0.466 0.598
H -0.694 -0.213 -0.895
H -1.264 -1.092 0.145
```

## Properties
spin multiplicity	3
orbital gap (spin up / spin down)	0.2365 / 0.2496	Eh
total charge	0

Want to see where the charge sits? The Löwdin charges in e are: atom 1 (B): -0.288, atom 2 (N): 0.223, atom 3 (N): 0.014, atom 4 (H): -0.042, atom 5 (H): 0.089, atom 6 (H): 0.057, atom 7 (H): -0.001, atom 8 (H): -0.052


No. 4
Computed, not measured: a structure of composition BaH16O8, with ωB97M-V with the def2-TZVPD basis set.

The geometry in XYZ format:
```
25
Properties=species:S:1:pos:R:3
Ba -0.095 -0.204 0.006
O -0.656 2.138 1.499
H -1.425 2.504 1.937
H -0.033 2.864 1.462
O 1.543 1.572 -1.429
H 1.892 2.453 -1.291
H 1.011 1.646 -2.221
O -0.729 -1.336 -2.256
H -1.579 -1.264 -2.689
H -0.511 -2.267 -2.308
O -1.778 -0.487 2.314
H -2.722 -0.361 2.404
H -1.493 -0.794 3.174
O -0.369 -2.872 0.529
H -1.312 -2.933 0.680
H -0.044 -3.761 0.674
O -1.495 1.698 -1.632
H -2.030 2.376 -1.220
H -1.314 2.035 -2.509
O 1.710 0.234 2.069
H 2.499 -0.284 2.226
H 1.741 0.926 2.730
O 2.214 -1.138 -1.076
H 2.476 -0.701 -1.886
H 2.499 -2.045 -1.188
```

## Properties
spin multiplicity	1
orbital gap	0.4652	Eh
total charge	+2

Want to see where the charge sits? The Löwdin charges in e are: atom 1 (Ba): 2.186, atom 2 (O): -0.144, atom 3 (H): 0.068, atom 4 (H): 0.064, atom 5 (O): -0.129, atom 6 (H): 0.079, atom 7 (H): 0.040, atom 8 (O): -0.201, atom 9 (H): 0.072, atom 10 (H): 0.060, atom 11 (O): -0.130, atom 12 (H): 0.067, atom 13 (H): 0.070, atom 14 (O): -0.161, atom 15 (H): 0.048, atom 16 (H): 0.077, atom 17 (O): -0.129, atom 18 (H): 0.064, atom 19 (H): 0.065, atom 20 (O): -0.153, atom 21 (H): 0.067, atom 22 (H): 0.061, atom 23 (O): -0.165, atom 24 (H): 0.053, atom 25 (H): 0.071


In the order shown, the computed relative energy (zero: lowest compared OMol25 entry of this formula, charge and spin) values come out to 123.6; 671.6; 125.2; 21.8 kJ/mol.
In the order shown, the computed largest force on an atom values come out to 3.03; 3.89; 8.56; 1.16 eV Å⁻¹.